[1]
A 2-piece molecular cluster, C14H16 overall at a distorted geometry. Source: the OMol25 dataset; level of theory: ωB97M-V/def2-TZVPD.

Calculated values
<S²>: 0.759
HOMO level (spin up / spin down) (eV): 0.897 / -3.664
Kohn-Sham gap (spin up / spin down) (eV): 2.938 / 7.408
Energy above the lowest of the compared OMol25 structures with the same formula, charge and spin (kcal per mole): 23.94
Energy (eV): -14775.322

Geometry as ORCA input:
```
! RIJCOSX wB97M-V def2-TZVPD def2/J DEFGRID3
* xyz -1 2
C 1.306 0.004 2.665
C 0.257 1.761 1.351
C 0.065 0.509 1.891
C -0.880 2.427 0.798
C -1.109 -0.305 1.732
C -2.162 1.760 0.800
C -2.143 0.419 1.083
H 1.137 2.394 1.343
H -0.806 3.443 0.434
H 1.402 -1.089 2.722
H 1.205 0.493 3.655
H -1.315 -1.267 2.166
H -3.046 2.351 0.651
H -3.109 -0.100 0.967
H 2.229 0.349 2.209
C 1.980 0.683 -2.120
C -0.371 -0.272 -2.305
C 0.961 -0.434 -1.884
C -1.294 -1.195 -1.889
C 1.322 -1.499 -1.091
C -0.944 -2.271 -1.094
C 0.346 -2.493 -0.763
H -0.681 0.592 -2.881
H -2.363 -1.101 -2.059
H 2.973 0.336 -1.814
H 1.790 1.635 -1.653
H 2.319 -1.627 -0.677
H -1.672 -2.953 -0.653
H 0.749 -3.418 -0.375
H 1.853 0.869 -3.209
*
```

Which charges does natural (NBO) predict for the atoms? In e, they are:
1. C -0.649
2. C -0.357
3. C 0.092
4. C -0.382
5. C -0.466
6. C -0.265
7. C -0.256
8. H 0.187
9. H 0.168
10. H 0.188
11. H 0.193
12. H 0.195
13. H 0.185
14. H 0.166
15. H 0.194
16. C -0.627
17. C -0.239
18. C -0.013
19. C -0.229
20. C -0.242
21. C -0.221
22. C -0.226
23. H 0.202
24. H 0.200
25. H 0.200
26. H 0.224
27. H 0.193
28. H 0.199
29. H 0.191
30. H 0.196

[2]
C23H24Cl3InN3O10S2 as an isolated structure at a distorted geometry. Source: the OMol25 dataset; level of theory: ωB97M-V/def2-TZVPD.

Calculated values
HOMO level (eV): -7.054
Kohn-Sham gap (eV): 9.123
Energy above the lowest of the compared OMol25 structures with the same formula, charge and spin (kcal per mole): 13.92
Energy (eV): -113601.967

Geometry as ORCA input:
```
! RIJCOSX wB97M-V def2-TZVPD def2/J DEFGRID3
* xyz -1 1
In 1.739 -1.004 -2.871
Cl 4.322 3.212 -2.087
C 4.651 1.578 -1.494
Cl 4.723 1.605 0.265
Cl 6.198 0.985 -2.150
C 3.521 0.659 -2.020
O 2.744 0.107 -1.206
O 3.420 0.483 -3.260
C -4.838 3.279 1.825
C -3.486 3.389 1.169
C -3.042 4.595 0.639
C -1.796 4.697 0.031
C -0.989 3.574 -0.037
C -1.407 2.356 0.497
C -2.653 2.274 1.091
S 0.606 3.679 -0.791
O 0.680 4.946 -1.463
O 1.569 3.276 0.185
N 0.569 2.518 -1.947
C -0.341 2.748 -3.109
C -0.171 1.631 -4.116
C -0.851 0.374 -3.608
O -1.961 0.060 -3.967
O -0.160 -0.293 -2.702
H -5.401 4.207 1.728
H -4.737 3.056 2.889
H -5.426 2.475 1.379
H -3.683 5.469 0.692
H -1.453 5.628 -0.402
H -0.762 1.478 0.470
H -2.982 1.324 1.500
H 0.465 1.605 -1.505
H -0.070 3.702 -3.548
H -1.400 2.802 -2.830
H 0.892 1.487 -4.329
H -0.682 1.909 -5.033
N 1.805 -2.179 -5.970
C 1.795 -1.740 -4.903
C 0.959 -3.898 6.063
C 0.523 -3.207 4.795
C -0.813 -3.165 4.422
C -1.213 -2.535 3.248
C -0.258 -1.934 2.446
C 1.089 -1.959 2.803
C 1.468 -2.595 3.969
S -0.734 -1.156 0.933
O -2.140 -1.382 0.762
O -0.174 0.163 0.916
N 0.038 -1.978 -0.247
C -0.314 -3.396 -0.515
C 0.275 -3.809 -1.859
C 1.795 -3.844 -1.763
O 2.398 -4.875 -1.565
O 2.362 -2.659 -1.818
H 0.120 -4.394 6.551
H 1.386 -3.183 6.770
H 1.724 -4.648 5.856
H -1.557 -3.638 5.054
H -2.252 -2.510 2.944
H 1.833 -1.474 2.179
H 2.517 -2.620 4.247
H 1.042 -1.806 -0.196
H -1.397 -3.477 -0.542
H 0.060 -4.062 0.267
H -0.071 -3.107 -2.621
H -0.079 -4.803 -2.112
*
```

Which charges does natural (NBO) predict for the atoms? In e, they are:
1. In 1.839
2. Cl 0.057
3. C -0.193
4. Cl 0.060
5. Cl 0.030
6. C 0.736
7. O -0.701
8. O -0.700
9. C -0.628
10. C -0.005
11. C -0.239
12. C -0.198
13. C -0.296
14. C -0.215
15. C -0.212
16. S 2.330
17. O -0.962
18. O -0.933
19. N -0.886
20. C -0.216
21. C -0.522
22. C 0.801
23. O -0.606
24. O -0.899
25. H 0.208
26. H 0.216
27. H 0.220
28. H 0.202
29. H 0.233
30. H 0.283
31. H 0.214
32. H 0.422
33. H 0.223
34. H 0.195
35. H 0.225
36. H 0.234
37. N -0.414
38. C -0.191
39. C -0.630
40. C 0.004
41. C -0.223
42. C -0.166
43. C -0.384
44. C -0.113
45. C -0.231
46. S 2.362
47. O -0.942
48. O -0.943
49. N -0.873
50. C -0.214
51. C -0.518
52. C 0.793
53. O -0.618
54. O -0.876
55. H 0.213
56. H 0.222
57. H 0.222
58. H 0.210
59. H 0.243
60. H 0.229
61. H 0.215
62. H 0.422
63. H 0.228
64. H 0.192
65. H 0.228
66. H 0.235

[3]
C28H23BBrF4KN3O9P3S as an isolated structure. Source: the OMol25 dataset; level of theory: ωB97M-V/def2-TZVPD.

Calculated values
HOMO level (eV): -2.451
Kohn-Sham gap (eV): 6.133
Energy above the lowest of the compared OMol25 structures with the same formula, charge and spin (kcal per mole): 11.00
Energy (eV): -188936.310

Geometry as ORCA input:
```
! RIJCOSX wB97M-V def2-TZVPD def2/J DEFGRID3
* xyz -2 1
K 0.307 0.748 0.496
O -0.279 4.286 3.727
P -0.597 2.830 3.065
O -1.936 2.353 3.471
O -0.208 2.935 1.618
O 0.561 1.947 3.820
P 0.679 0.350 3.943
O 2.264 0.158 3.530
O 0.504 -0.086 5.347
O -0.066 -0.283 2.802
H 0.076 4.821 3.009
H 2.778 0.251 4.338
F -3.581 2.832 -7.172
C -3.272 2.734 -5.854
C -3.890 3.601 -4.971
F -4.795 4.499 -5.429
C -3.579 3.527 -3.628
F -4.256 4.357 -2.798
C -2.628 2.618 -3.179
P -2.091 2.396 -1.449
C -2.599 3.878 -0.492
C -3.527 3.889 0.543
C -3.738 5.041 1.291
C -3.042 6.203 1.000
C -2.115 6.205 -0.036
C -1.887 5.047 -0.760
C -3.221 1.091 -0.819
C -3.038 0.566 0.465
C -3.845 -0.469 0.928
C -4.828 -1.018 0.117
C -5.007 -0.514 -1.164
C -4.215 0.529 -1.622
C -1.989 1.712 -4.055
Br -0.063 -1.047 -2.471
C -2.368 1.813 -5.367
F -1.833 0.968 -6.320
H -4.065 2.987 0.801
H -4.435 5.016 2.119
H -3.202 7.097 1.592
H -1.553 7.103 -0.263
H -1.133 5.040 -1.540
H -2.311 0.945 1.181
H -3.694 -0.837 1.936
H -5.444 -1.832 0.480
H -5.765 -0.935 -1.815
H -4.354 0.902 -2.628
C 5.086 -3.972 1.042
C 4.082 -3.519 2.097
C 2.761 -3.154 1.495
N 2.609 -2.875 0.251
N 1.323 -2.507 -0.059
C 0.524 -2.524 0.982
N -0.809 -2.250 0.949
S 1.316 -2.993 2.438
H 6.039 -4.225 1.508
H 5.250 -3.184 0.309
H 4.713 -4.843 0.501
H 4.465 -2.648 2.636
H 3.930 -4.300 2.845
H -1.140 -1.924 0.047
H -1.068 -1.629 1.721
O 0.458 -3.895 -2.210
B 1.021 -2.605 -2.068
O 2.384 -2.631 -2.434
C 2.689 -3.955 -2.534
C 3.915 -4.537 -2.744
C 3.954 -5.933 -2.809
C 2.800 -6.693 -2.669
C 1.556 -6.089 -2.458
C 1.531 -4.717 -2.395
H 4.806 -3.932 -2.837
H 4.903 -6.430 -2.966
H 2.862 -7.773 -2.722
H 0.649 -6.666 -2.344
*
```

Which charges does Löwdin predict for the atoms? In e, they are:
1. K 0.659
2. O -0.158
3. P 0.152
4. O -0.309
5. O -0.444
6. O -0.285
7. P 0.140
8. O -0.186
9. O -0.322
10. O -0.456
11. H 0.048
12. H 0.050
13. F 0.060
14. C -0.172
15. C -0.167
16. F 0.063
17. C -0.236
18. F 0.059
19. C -0.411
20. P 1.085
21. C -0.373
22. C -0.079
23. C -0.085
24. C -0.111
25. C -0.105
26. C -0.118
27. C -0.357
28. C -0.128
29. C -0.091
30. C -0.106
31. C -0.094
32. C -0.075
33. C -0.058
34. Br 0.815
35. C -0.299
36. F -0.009
37. H 0.100
38. H 0.099
39. H 0.088
40. H 0.089
41. H 0.103
42. H 0.073
43. H 0.109
44. H 0.090
45. H 0.093
46. H 0.097
47. C -0.109
48. C -0.239
49. C -0.580
50. N 0.074
51. N 0.022
52. C -0.661
53. N 0.114
54. S 1.173
55. H 0.065
56. H 0.072
57. H 0.071
58. H 0.113
59. H 0.103
60. H 0.062
61. H 0.063
62. O 0.113
63. B -1.129
64. O 0.101
65. C -0.223
66. C -0.007
67. C -0.114
68. C -0.114
69. C -0.002
70. C -0.211
71. H 0.116
72. H 0.089
73. H 0.089
74. H 0.114

[4]
C21H39Cl3MgN7O3Si as an isolated structure at a distorted geometry. Source: the OMol25 dataset; level of theory: ωB97M-V/def2-TZVPD.

Calculated values
HOMO level (eV): -5.441
Kohn-Sham gap (eV): 7.968
Energy (eV): -89879.444

Geometry as ORCA input:
```
! RIJCOSX wB97M-V def2-TZVPD def2/J DEFGRID3
* xyz -1 1
C -2.385 -2.410 -5.310
C -1.521 -2.810 -4.145
H -2.555 -3.228 -6.022
H -1.928 -1.581 -5.869
H -3.366 -2.067 -4.947
C -0.911 -4.006 -4.061
C -1.057 -5.073 -5.104
H -0.233 -4.243 -3.246
H -0.635 -4.716 -6.055
H -2.105 -5.371 -5.279
H -0.491 -5.982 -4.848
Mg 0.188 1.894 0.883
Cl -2.063 2.617 0.656
Cl 1.467 3.511 -0.347
H 1.311 6.859 3.080
H -1.433 6.964 3.167
C 1.203 6.044 2.352
C -1.261 6.302 2.305
N -0.110 5.442 2.525
H 1.954 5.271 2.491
C -0.281 4.122 2.704
O 0.594 3.236 2.550
H -2.140 5.669 2.150
H -1.314 3.822 2.953
H 1.280 6.471 1.341
H -1.104 6.948 1.432
H 2.728 -0.486 -3.272
H 2.949 -3.178 -2.869
C 3.505 -0.480 -2.496
C 3.614 -2.896 -2.040
N 3.278 -1.567 -1.554
H 3.493 0.468 -1.954
C 3.328 -1.313 -0.202
O 3.758 -0.299 0.339
H 3.503 -3.625 -1.227
H 2.911 -2.162 0.384
H 4.466 -0.632 -3.004
H 4.646 -2.921 -2.425
O -0.608 -0.619 -3.414
C -1.445 -1.747 -3.053
C 0.241 -2.761 -1.381
C -1.064 -2.357 -1.706
H 1.074 -2.478 -2.029
C 0.471 -3.551 -0.252
H -2.453 -1.323 -2.962
C -2.108 -2.699 -0.841
H 1.490 -3.905 -0.009
C -0.585 -3.924 0.585
C -1.897 -3.505 0.274
H -3.122 -2.389 -1.103
H -0.409 -4.542 1.468
H -2.749 -3.838 0.872
Si -0.729 0.850 -4.108
Cl 0.690 -0.137 0.584
C 1.039 1.509 -4.242
C -1.407 1.878 -2.671
C -1.826 0.992 -5.584
H 1.591 1.066 -3.392
H 1.052 2.602 -4.068
H 1.583 1.253 -5.164
H -1.371 0.520 -6.471
H -1.964 2.081 -5.749
H -2.803 0.532 -5.369
H -1.960 1.224 -1.979
H -2.101 2.689 -2.933
H -0.563 2.303 -2.101
N -0.974 -2.727 3.347
N -0.249 -1.546 3.492
N 1.069 -1.511 3.718
C 1.324 -0.203 3.572
N 0.225 0.505 3.267
N -0.784 -0.387 3.166
H -1.919 -2.505 3.031
H -0.955 -3.229 4.225
H 2.331 0.201 3.635
*
```

Which charges does Löwdin predict for the atoms? In e, they are:
1. C -0.043
2. C -0.219
3. H 0.068
4. H 0.062
5. H 0.090
6. C -0.091
7. C -0.115
8. H 0.096
9. H 0.077
10. H 0.077
11. H 0.067
12. Mg -0.208
13. Cl -0.121
14. Cl -0.185
15. H 0.083
16. H 0.082
17. C -0.054
18. C -0.055
19. N -0.178
20. H 0.083
21. C -0.365
22. O -0.169
23. H 0.081
24. H 0.103
25. H 0.085
26. H 0.092
27. H 0.069
28. H 0.081
29. C -0.045
30. C -0.085
31. N -0.207
32. H 0.097
33. C -0.404
34. O -0.026
35. H 0.080
36. H 0.110
37. H 0.085
38. H 0.085
39. O -0.166
40. C -0.254
41. C -0.088
42. C -0.176
43. H 0.095
44. C -0.103
45. H 0.137
46. C -0.037
47. H 0.092
48. C -0.113
49. C -0.101
50. H 0.115
51. H 0.085
52. H 0.093
53. Si 0.382
54. Cl 0.212
55. C -0.154
56. C -0.182
57. C -0.185
58. H 0.007
59. H 0.041
60. H 0.023
61. H 0.027
62. H 0.042
63. H 0.031
64. H 0.009
65. H 0.029
66. H -0.017
67. N 0.117
68. N -0.287
69. N 0.107
70. C -0.262
71. N -0.057
72. N 0.054
73. H 0.096
74. H 0.089
75. H 0.115

> What is the energy in the third record?

-188936.310 eV